# 1
83
Properties=species:S:1:pos:R:3:forces:R:3:mulliken_charge:R:1 method="wB97M-V/def2-TZVPD" charge=-2 lumo_ha="0.1582 / 0.1582" e_above_lowest_kcal_mol=0.0 spin_multiplicity=1 energy_ev=-203528.08682
Ca 0.028575 0.801582 -0.367739 0.655 -0.553 3.166 0.617
C 1.775946 1.371099 -2.786241 0.826 0.026 0.024 0.476
C 0.638122 0.523885 -3.392347 -0.064 -0.081 -0.338 -1.062
N -0.152211 -0.256337 -2.447230 -0.982 0.776 -0.555 0.031
C -1.624546 -0.088449 -2.514011 0.109 -0.303 -0.549 0.095
C -2.191460 1.382430 -2.432145 0.478 -0.990 -0.407 -1.375
S -1.686299 2.553415 -1.113587 -0.083 0.612 -2.565 -0.063
C -0.495254 3.562484 -2.151226 -0.025 0.071 -0.050 -0.814
C 0.972106 3.500837 -1.753044 0.207 0.000 -0.044 -0.923
N 1.503043 2.151822 -1.583215 0.017 0.126 -1.994 0.418
H 2.186863 2.021698 -3.582409 -0.083 -0.187 -0.158 0.355
H 2.576924 0.677262 -2.504834 -0.350 0.190 -0.282 -0.956
H 1.076448 -0.167846 -4.123020 0.210 0.230 -0.109 0.572
H -0.013926 1.186188 -3.967312 -0.175 -0.114 0.081 0.291
H 0.071510 -1.234879 -2.347532 0.250 0.023 -0.185 0.173
H -2.035115 -0.697239 -1.683549 0.660 0.592 -0.932 -0.874
H -2.019160 -0.585277 -3.420663 -0.046 0.537 -0.269 0.187
H -3.253716 1.298928 -2.291023 -0.347 -0.276 -0.135 0.565
H -2.030327 1.846278 -3.407521 -0.044 0.182 0.082 0.716
H -0.818255 4.603669 -2.077330 0.015 0.000 0.026 0.591
H -0.640556 3.253897 -3.189205 -0.148 0.000 0.010 0.394
H 1.088973 4.029149 -0.797771 0.119 -0.070 0.197 0.307
H 1.586692 4.053253 -2.491710 -0.272 -0.022 -0.263 0.441
H 2.325816 2.172171 -0.995935 -0.242 0.166 0.201 0.004
C 4.447207 0.422541 1.309771 -0.241 -0.190 0.349 -1.348
As 3.203344 -0.110634 -0.104744 0.755 -0.163 -0.839 1.080
C 4.650022 0.357066 -1.524714 -0.098 0.047 0.513 -1.782
C 3.623837 -2.055265 -0.241451 0.005 0.003 0.372 -0.221
C 4.954318 -2.465385 -0.352219 -0.129 -0.066 0.011 -0.501
C 5.303317 -3.798993 -0.481697 0.095 0.067 -0.011 -0.886
C 4.302692 -4.751817 -0.494440 -0.049 -0.107 0.002 -0.786
C 2.979451 -4.363118 -0.356401 -0.020 0.061 -0.041 -0.506
C 2.602139 -3.022572 -0.213507 -0.044 0.273 -0.006 0.401
As 0.664051 -2.468767 0.073237 0.359 -1.267 0.949 1.135
C 0.038974 -4.446834 0.075996 0.107 0.311 -0.481 -1.628
C 0.806382 -2.571559 2.026136 0.221 -0.176 0.050 -1.168
H 5.459018 0.076096 1.102098 0.008 -0.042 -0.023 0.420
H 4.098006 0.012249 2.256826 -0.020 0.086 0.009 0.311
H 4.430215 1.510205 1.372076 -0.069 0.004 -0.001 0.444
H 5.599248 -0.100748 -1.261071 0.129 0.125 0.143 0.596
H 4.793808 1.440494 -1.561079 -0.114 0.016 0.072 0.359
H 4.421615 0.017536 -2.526058 -0.254 -0.164 -0.218 0.473
H 5.745510 -1.732421 -0.345677 0.088 0.063 0.071 0.125
H 6.344921 -4.087626 -0.573836 0.002 0.020 0.011 0.362
H 4.549777 -5.803570 -0.596608 -0.028 -0.003 -0.009 0.367
H 2.230534 -5.137689 -0.350536 -0.029 -0.039 -0.032 0.256
H 0.633495 -5.011437 0.792648 0.011 -0.005 0.003 0.438
H 0.155605 -4.885449 -0.920377 -0.033 -0.035 0.027 0.293
H -1.006397 -4.539417 0.361411 -0.027 0.244 -0.014 0.426
H 1.235741 -3.541828 2.304140 -0.019 0.003 -0.039 0.443
H -0.187974 -2.453071 2.451184 -0.006 0.124 -0.033 0.292
H 1.413096 -1.733135 2.355843 -0.192 0.168 -0.004 0.252
C -2.649173 3.968557 1.280431 -0.099 -0.301 0.223 -1.514
Si -1.713434 2.365039 1.768059 1.960 -0.346 0.397 1.590
C -0.580605 2.859115 3.143078 -0.356 0.125 0.875 -1.425
C -3.004199 1.094245 2.440156 -0.057 0.118 -0.191 0.344
C -3.469312 1.423038 3.717496 -0.030 0.063 0.099 -0.888
C -4.394056 0.636074 4.394262 0.034 0.102 0.036 -0.732
C -4.881133 -0.511312 3.792805 -0.007 -0.073 -0.089 -0.611
C -4.436230 -0.844256 2.517969 -0.062 0.012 0.063 -0.387
C -3.511756 -0.063991 1.817764 -0.146 -0.261 -0.001 0.579
Si -2.903219 -0.512146 0.051717 -0.169 1.562 1.104 1.326
C -2.630201 -2.384420 -0.030985 -0.874 -0.307 0.247 -1.644
C -4.506410 -0.333110 -1.075865 -0.337 -0.372 0.715 -1.780
H -3.093989 4.391280 2.190982 0.117 -0.041 0.024 0.362
H -3.447546 3.797679 0.562298 -0.061 0.011 -0.034 0.373
H -1.942607 4.695302 0.871916 0.076 -0.025 0.017 0.295
H -1.105781 3.354827 3.978809 0.072 -0.025 -0.035 0.429
H 0.166526 3.539698 2.723975 0.008 0.016 -0.047 0.388
H -0.080796 1.960743 3.508694 0.039 -0.039 -0.114 0.235
H -3.086643 2.312245 4.209704 -0.007 -0.028 0.016 0.206
H -4.723169 0.918107 5.389594 0.008 0.005 0.003 0.350
H -5.600132 -1.140805 4.308837 0.007 -0.010 -0.003 0.346
H -4.830278 -1.746329 2.054451 0.027 -0.001 -0.032 0.225
H -3.561057 -2.948867 0.138281 0.011 0.006 -0.039 0.522
H -1.944783 -2.674020 0.752972 0.223 -0.068 0.149 0.132
H -2.242119 -2.700088 -1.000644 0.137 -0.069 -0.010 0.498
H -5.329588 -0.992272 -0.756533 0.107 -0.062 0.068 0.439
H -4.327288 -0.574293 -2.124821 0.086 0.097 -0.126 0.417
H -4.897630 0.683373 -0.983453 0.041 0.089 -0.165 0.274
O 0.749520 2.670404 0.727170 -1.605 0.503 1.013 -0.348
O 1.207057 3.953347 0.980297 -0.080 0.096 -0.068 -0.954
O 0.407885 0.087961 1.494233 -0.155 -1.067 0.126 -0.856

=====

# 2
96
Properties=species:S:1:pos:R:3:forces:R:3:mulliken_charge:R:1 method="wB97M-V/def2-TZVPD" charge=+1 lumo_ha=-0.0834 spin_multiplicity=1 energy_ev=-1307863.90771
C 1.825897 0.161927 -0.704097 -0.459 -0.147 -1.034 -0.901
C 0.424107 0.579989 -1.145738 1.043 0.528 0.460 0.910
N -0.669788 -0.273377 -1.256629 0.358 3.441 -0.422 0.451
C -1.692218 0.493387 -1.720496 -1.188 -3.507 0.614 -1.159
C -3.004648 -0.248441 -1.955882 -1.752 3.075 0.667 -0.613
C -4.180162 0.526537 -1.163738 0.511 -2.069 2.211 0.337
C -4.491917 -0.067967 0.249210 1.482 3.561 -0.813 -0.239
O -3.762296 1.251984 -0.014436 -0.928 -0.102 -1.482 -0.368
N -1.327210 1.748604 -1.908415 -0.008 -0.218 0.088 0.519
S -2.318145 3.040006 -2.491787 -0.280 0.609 -0.198 -0.046
C 0.026767 1.851673 -1.542814 0.535 -2.983 0.624 -0.215
O 0.879713 2.924650 -1.586211 -2.467 0.699 0.872 0.116
C 0.396681 3.973928 -0.845460 0.617 -0.154 -2.270 0.391
N -0.005133 5.039857 -0.657270 -0.384 -0.402 0.598 -0.500
H 1.888375 -0.913335 -0.426362 -0.236 0.921 0.038 0.089
H 2.461742 0.280315 -1.604784 -0.097 -0.036 0.495 0.328
H 2.232901 0.810694 0.084503 -0.283 -0.360 -0.164 0.134
H -0.720609 -1.260529 -1.054791 0.092 0.057 -0.107 0.300
H -3.003865 -1.275255 -1.578552 0.480 0.257 -0.409 0.354
H -3.290105 -0.151918 -3.010504 0.291 -0.573 0.204 0.244
H -5.041229 0.904119 -1.754000 0.675 -0.098 0.501 0.314
H -5.429579 0.246970 0.755005 0.620 -1.078 -0.499 0.050
H -3.625202 -0.493521 0.777843 -1.286 -1.320 -0.226 0.000
H -3.427713 2.349203 -2.891864 0.794 -0.172 0.284 0.182
Br -9.673257 1.803378 2.090434 0.186 0.007 -0.069 -0.083
C -8.257311 2.862712 1.270444 -0.342 -0.015 -0.064 -0.024
C -8.445401 2.986017 -0.217887 0.192 0.046 -0.041 -0.596
Br -7.938642 1.341489 -1.137611 -0.057 -0.020 -0.019 -0.173
H -7.316323 2.389746 1.547625 -0.255 0.206 -0.226 -0.191
H -8.323680 3.837855 1.743503 0.009 0.020 -0.088 0.185
H -7.787655 3.753122 -0.622910 -0.002 -0.014 0.048 0.370
H -9.470145 3.203866 -0.503575 0.014 -0.063 0.034 0.452
Br 6.167114 5.361494 0.747084 -0.049 -0.040 -0.111 -0.121
C 4.680040 6.145810 -0.231275 0.250 0.058 0.212 -0.551
C 3.355965 5.708153 0.336504 -0.174 0.073 -0.104 -0.654
Br 2.930304 3.885051 -0.194902 1.459 0.203 0.644 -0.104
H 4.808694 5.871754 -1.275048 -0.066 -0.037 0.033 0.268
H 4.802482 7.221939 -0.123075 -0.091 -0.020 0.009 0.386
H 2.544083 6.316062 -0.063607 0.002 -0.057 -0.011 0.360
H 3.325122 5.738471 1.421534 0.081 -0.004 -0.035 0.433
Br 4.163793 -2.413138 -0.125853 0.159 -0.010 0.024 -0.079
C 4.429448 -2.800598 1.765637 0.038 -0.297 -0.231 -0.108
C 3.142837 -2.671495 2.527714 -0.013 0.133 0.238 -0.598
Br 2.684261 -0.803859 2.827009 -0.132 0.029 -0.004 -0.158
H 5.210086 -2.134735 2.121287 -0.070 0.030 0.003 0.448
H 4.792663 -3.826818 1.795982 -0.041 0.010 -0.017 -0.147
H 3.237420 -3.103793 3.522339 0.046 -0.004 -0.033 0.284
H 2.300784 -3.128938 2.016844 0.062 -0.025 -0.012 0.424
Br 2.043997 2.012128 -4.774078 -0.028 0.073 0.187 -0.110
C 2.859695 3.759433 -4.486438 -0.104 -0.004 -0.262 -0.379
C 4.344773 3.723985 -4.730989 0.176 0.068 0.260 -0.621
Br 5.286901 2.886182 -3.247327 -0.013 -0.029 -0.078 -0.148
H 2.601344 4.065742 -3.476150 0.085 -0.049 0.010 0.060
H 2.369771 4.420402 -5.199714 0.051 -0.021 -0.007 0.425
H 4.745073 4.734621 -4.789613 -0.069 -0.004 -0.018 0.364
H 4.615961 3.177182 -5.629101 -0.078 0.010 0.011 0.425
Br -6.041575 1.286611 3.328587 0.239 -0.076 0.399 -0.126
C -5.122462 2.880464 3.986311 0.066 -0.216 0.092 -0.408
C -5.928863 3.605859 5.034564 -0.033 0.204 -0.077 -0.575
Br -7.386612 4.630718 4.259471 0.020 -0.045 0.112 -0.118
H -4.896191 3.492895 3.118175 -0.049 0.029 0.045 0.429
H -4.193397 2.509143 4.416474 -0.018 0.047 0.007 0.144
H -5.309319 4.341454 5.544392 0.055 -0.064 -0.033 0.394
H -6.371402 2.937293 5.767387 0.041 -0.038 -0.056 0.365
Br -0.349318 -3.516899 -3.953001 -0.091 0.087 0.088 -0.131
C -1.416629 -2.650466 -5.334433 0.217 -0.231 0.036 -0.635
C -0.778320 -1.367544 -5.795163 -0.200 0.102 -0.161 -0.563
Br -1.037729 0.049855 -4.483411 0.382 -0.103 -0.814 0.033
H -2.411205 -2.508516 -4.922154 0.021 0.053 -0.055 0.327
H -1.465201 -3.367933 -6.151464 0.026 0.057 -0.011 0.400
H -1.252477 -1.008560 -6.706858 -0.021 -0.013 0.041 0.374
H 0.291840 -1.454265 -5.958568 -0.029 -0.042 0.065 0.378
Br 6.503142 -5.810887 -0.949606 -0.082 -0.126 -0.068 -0.103
C 5.924155 -6.356069 -2.725246 0.241 0.244 0.083 -0.577
C 4.619546 -5.702394 -3.098710 -0.174 -0.187 -0.136 -0.534
Br 3.112171 -6.541313 -2.194269 0.008 0.111 0.040 -0.122
H 5.876578 -7.440850 -2.723607 -0.094 0.035 -0.008 0.374
H 6.717699 -6.032647 -3.396821 -0.073 0.013 -0.032 0.337
H 4.420330 -5.828840 -4.161518 0.047 -0.023 0.022 0.350
H 4.588281 -4.645653 -2.848893 0.075 -0.042 0.051 0.267
Br -2.139391 -1.279484 3.222943 0.065 -0.060 0.035 -0.092
C -2.908056 -0.876967 4.968832 -0.220 0.176 -0.196 -0.337
C -2.110619 0.176990 5.691215 0.134 -0.124 0.270 -0.661
Br -0.466238 -0.554095 6.430109 -0.004 0.074 -0.098 -0.143
H -2.968281 -1.815656 5.511029 0.090 0.040 0.014 0.412
H -3.915295 -0.518026 4.758475 0.037 0.022 0.000 0.073
H -2.666370 0.553139 6.548874 -0.054 -0.052 -0.045 0.388
H -1.827576 1.008879 5.051939 -0.033 -0.064 -0.047 0.363
Br 6.730549 -5.775730 2.569912 -0.022 0.047 0.127 -0.130
C 5.592791 -6.334245 4.048639 0.344 0.014 0.028 -0.419
C 5.073814 -7.731068 3.840862 -0.345 -0.035 0.026 -0.602
Br 3.635593 -7.759260 2.528760 0.091 0.004 -0.039 -0.125
H 4.801485 -5.595513 4.137662 -0.041 -0.086 -0.008 0.194
H 6.228940 -6.287362 4.930840 -0.031 -0.049 -0.013 0.354
H 4.632869 -8.114838 4.759075 0.036 0.052 0.006 0.346
H 5.836182 -8.420946 3.491678 0.025 0.083 -0.002 0.387